8
Properties=species:S:1:pos:R:3:forces:R:3 method="wB97M-V/def2-TZVPD" lumo_energy_ha="-0.0372 / -0.0306" orbital_gap_ha="0.277 / 0.282" de_lowest_ev=1.879 charge=0
C 0.3787 1.5279 0.6992 0.0173 0.8628 -0.2943
C 0.2801 -1.2892 -1.0764 -2.8317 -0.7530 1.3487
C -0.5078 0.4686 0.9673 -1.8330 -1.0985 2.0856
N 0.9675 2.5146 0.5118 -0.2959 -1.1537 0.1237
S -0.7740 -0.9918 0.1969 2.0617 1.3191 -1.3567
H -0.1965 -2.0238 -1.7116 0.3269 -0.3584 0.0527
H 1.0526 -0.7254 -1.5041 0.8976 1.0601 0.0394
H -1.2007 0.5192 1.9168 1.6572 0.1215 -1.9991

8
Properties=species:S:1:pos:R:3:forces:R:3 method="wB97M-V/def2-TZVPD" lumo_energy_ha=0.0111 orbital_gap_ha=0.340 de_lowest_ev=2.380 charge=0
C 0.5614 1.9781 0.5551 0.6369 2.1592 -0.3356
C -0.0494 0.9827 0.4376 -1.9156 -4.0176 -0.2547
C -0.8231 -0.2838 0.4175 2.2895 2.0358 -0.9543
N -0.6181 -1.3084 -0.2763 -0.0150 -1.7946 0.0816
S 0.6186 -1.4591 -1.4303 -0.4500 3.5038 -0.8160
H 0.8370 2.9686 0.3791 0.7551 0.8266 0.2824
H -1.6164 -0.2768 1.0882 -1.5444 -0.2565 1.1187
H 1.0900 -2.6013 -1.1709 0.2434 -2.4568 0.8779